[1]
Molecular formula: C16H26N4OP2SV
Method: DFT, ωB97M-V/def2-TZVPD

XYZ file:
```
51
Properties=species:S:1:pos:R:3
V 0.252 -0.334 0.288
P 1.505 1.696 -0.139
P 2.197 -1.630 0.493
N -1.151 0.582 -0.808
N -0.458 -1.862 -0.744
H -2.815 0.063 -2.039
H -2.465 -2.455 -1.069
H -2.989 -0.341 -0.317
C -2.279 -0.305 -1.152
H -1.633 -1.847 -2.513
C -1.744 -1.699 -1.423
H -1.455 1.908 -2.419
H -0.088 -3.724 -1.662
C -0.819 1.591 -1.582
C 0.326 -2.944 -1.007
H -0.328 3.285 -0.306
C 0.149 2.607 -1.033
H 0.561 3.243 -1.823
H 3.453 -1.418 -0.126
H 2.579 -2.278 1.711
H 2.668 2.174 -0.785
H 1.595 2.502 1.062
O 1.624 0.113 -1.605
C 1.109 0.181 -2.911
C 1.629 1.374 -3.684
C 1.507 -1.128 -3.580
H -0.031 0.418 -2.776
H 1.073 2.279 -3.426
H 2.706 1.535 -3.506
H 1.469 1.195 -4.754
H 1.112 -2.006 -3.055
H 1.171 -1.157 -4.627
H 2.612 -1.213 -3.569
C 1.590 -3.020 -0.449
H 2.199 -3.905 -0.639
N -0.750 -2.878 2.218
C -0.748 -1.657 2.778
N -0.606 -0.493 2.108
C -0.874 0.609 2.960
C -1.005 1.944 2.569
C -1.285 2.906 3.547
C -1.406 2.534 4.893
C -1.285 1.193 5.282
C -1.056 0.239 4.299
S -0.980 -1.509 4.492
H -0.911 -3.663 2.851
H -0.632 -3.022 1.225
H -0.913 2.216 1.517
H -1.410 3.950 3.267
H -1.599 3.291 5.654
H -1.368 0.863 6.313
```

Values from the calculation:
Electronic energy   -2943.8281 hartree
Relative energy (zero: lowest compared OMol25 entry of this formula, charge and spin)   0.742 eV
Net charge   +2
Spin multiplicity   4
HOMO level (alpha / beta)   -14.39 / -14.44 eV

[2]
Molecular formula: C21H18FN3O2
Method: DFT, ωB97M-V/def2-TZVPD

XYZ file:
```
45
Properties=species:S:1:pos:R:3
C 0.392 2.071 0.806
C 1.372 0.951 0.948
N 1.099 -0.249 1.287
N -0.194 -0.677 1.484
C -1.248 -0.538 0.647
O -1.251 0.109 -0.382
C -2.489 -1.290 1.122
N -3.518 -1.133 0.129
C -4.490 -2.060 -0.034
O -4.617 -3.006 0.720
C -5.408 -1.823 -1.189
C -6.054 -2.931 -1.728
C -6.917 -2.752 -2.791
C -7.168 -1.501 -3.328
C -6.535 -0.403 -2.772
C -5.659 -0.558 -1.712
H -5.192 0.314 -1.279
H -6.730 0.581 -3.169
H -7.851 -1.400 -4.157
F -7.535 -3.825 -3.323
H -5.880 -3.910 -1.312
H -3.278 -0.479 -0.606
H -2.281 -2.357 1.266
H -2.819 -0.878 2.086
H -0.228 -1.427 2.164
C 2.797 1.235 0.730
C 3.762 0.514 1.397
C 5.131 0.777 1.213
C 6.131 0.057 1.902
C 7.454 0.335 1.701
C 7.839 1.346 0.805
C 6.894 2.061 0.123
C 5.522 1.798 0.307
C 4.518 2.511 -0.382
C 3.196 2.245 -0.174
H 2.446 2.791 -0.726
H 4.816 3.278 -1.083
H 7.186 2.839 -0.568
H 8.889 1.552 0.660
H 8.215 -0.219 2.230
H 5.829 -0.720 2.589
H 3.458 -0.261 2.084
H -0.407 1.950 1.539
H -0.072 2.047 -0.181
H 0.876 3.032 0.959
```

Values from the calculation:
Electronic energy   -1225.6812 hartree
SMILES   C/C(=N\NC(=O)CNC(=O)c1cccc(F)c1)c1ccc2ccccc2c1
HOMO level   -8.29 eV

[3]
Molecular formula: C3H10N2O
Method: DFT, ωB97M-V/def2-TZVPD

XYZ file:
```
16
Properties=species:S:1:pos:R:3
C 1.459 -0.130 -0.073
C 0.424 -0.360 -1.161
C -0.856 0.093 -0.918
N -1.579 -0.194 0.262
N 0.854 -0.992 -2.265
H 2.047 0.766 -0.265
H 2.025 -1.056 0.008
H 0.934 0.107 0.849
H -1.441 0.719 -1.587
H -2.529 0.025 -0.052
H -1.556 -1.193 0.464
H 0.305 -0.854 -3.100
H 1.863 -0.931 -2.377
H -0.584 0.813 2.626
H -0.786 2.086 3.398
O -0.214 1.318 3.341
```

Values from the calculation:
Electronic energy   -304.7492 hartree
Relative energy (zero: lowest compared OMol25 entry of this formula, charge and spin)   0.981 eV
Net charge   +1
Spin multiplicity   2
HOMO level (alpha / beta)   -13.50 / -14.38 eV